# 1
Formula: C4H3O2P
Source: OMol25
Level of theory: ωB97M-V/def2-TZVPD

```
10
Properties=species:S:1:pos:R:3:forces:R:3:lowdin_charge:R:1
P -0.987 2.009 -0.078 -1.2 -3.4 -0.4 1.091
O -1.858 -1.976 0.196 0.3 -0.1 0.0 0.084
O -1.853 0.157 -0.229 0.4 4.4 0.1 -0.201
C -1.230 -0.965 -0.038 0.1 -0.9 -0.3 -0.638
C 0.247 -1.010 -0.130 -0.3 1.4 -0.4 0.011
C 0.549 1.427 -0.010 2.1 2.0 1.0 -0.503
C 1.045 0.074 -0.078 0.8 0.1 2.1 -0.170
H 1.418 2.211 0.269 -2.3 -1.5 -0.9 0.105
H 0.587 -1.989 -0.268 0.8 -1.3 0.4 0.101
H 2.082 0.062 0.365 -0.8 -0.8 -1.6 0.122
```
Forces are in eV/Å.

Computed properties:
Frontier orbital gap ... 8.3 eV
E_HOMO ... -9.55 eV
E_tot ... -645.985151 Ha
Lowest unoccupied orbital energy ... -0.0464 hartree
Energy relative to the best compared isomer or geometry (same formula, charge and spin) ... 152.70 kJ/mol
SMILES ... O=c1cccpo1
Total charge ... 0
F_max ... 0.08634 Eh/bohr

=====

# 2
Formula: C4H3O2P
Source: OMol25
Level of theory: ωB97M-V/def2-TZVPD

```
10
Properties=species:S:1:pos:R:3:forces:R:3:lowdin_charge:R:1
P 0.933 1.527 -0.586 1.4 -0.8 0.5 0.804
O -1.347 0.200 2.021 -1.2 0.0 -1.2 0.160
O -3.460 0.786 1.294 -1.8 -0.2 -0.9 0.198
C -2.401 0.458 1.565 2.7 -0.3 2.3 -0.462
C -1.728 2.452 -0.428 -0.3 -0.2 -0.9 -0.331
C -2.218 3.069 0.613 1.3 0.6 0.2 0.094
C -0.327 2.347 -1.121 -2.9 1.5 -0.1 -0.670
H -1.884 3.656 1.488 -0.3 -0.4 -0.7 0.065
H -0.481 2.857 -2.084 0.6 -0.3 0.2 0.038
H -2.470 1.960 -1.094 0.4 0.2 0.4 0.103
```
Forces are in eV/Å.

Computed properties:
Frontier orbital gap (spin up / spin down) ... 8.0 / 8.2 eV
E_HOMO (spin up / spin down) ... -8.35 / -9.15 eV
E_tot ... -645.886177 Ha
Lowest unoccupied orbital energy (spin up / spin down) ... -0.0136 / -0.0344 hartree
Energy relative to the best compared isomer or geometry (same formula, charge and spin) ... 412.56 kJ/mol
Total charge ... 0
F_max ... 0.06975 Eh/bohr

=====

# 3
Formula: C4H3O3
Source: OMol25
Level of theory: ωB97M-V/def2-TZVPD

```
10
Properties=species:S:1:pos:R:3:forces:R:3:lowdin_charge:R:1
O 0.022 -4.096 0.830 -1.8 -1.1 -0.3 -0.038
O 1.939 -3.020 0.773 1.4 0.6 -0.4 -0.053
O -0.247 0.666 1.615 1.3 1.1 -1.7 -0.013
C -0.949 -0.859 -0.335 0.4 -0.7 -0.6 -0.099
C 0.718 -3.109 0.694 0.1 1.5 0.7 -0.759
C -0.357 -0.543 0.970 -0.6 1.0 -0.7 -0.342
C -0.019 -1.712 0.563 0.5 -1.0 0.4 0.013
H -1.962 -1.253 -0.509 0.1 0.5 0.1 0.067
H 0.097 1.265 0.834 -1.1 -1.5 2.4 0.153
H -0.440 -0.395 -1.210 -0.5 -0.4 0.1 0.072
```
Forces are in eV/Å.

Computed properties:
Frontier orbital gap ... 7.5 eV
E_HOMO ... -4.05 eV
E_tot ... -379.889249 Ha
Lowest unoccupied orbital energy ... 0.1266 hartree
Energy relative to the best compared isomer or geometry (same formula, charge and spin) ... 175.69 kJ/mol
SMILES ... O=C([O-])C1=C(O)C1
Total charge ... -1
F_max ... 0.05845 Eh/bohr

=====

# 4
Formula: C4H3O4Tl
Source: OMol25
Level of theory: ωB97M-V/def2-TZVPD

```
12
Properties=species:S:1:pos:R:3:forces:R:3:lowdin_charge:R:1
Tl 2.870 1.575 -0.644 7.0 1.0 0.6 1.652
O -0.054 -0.481 -1.822 -1.2 -0.5 -0.1 0.198
O -1.915 -0.544 1.647 1.2 5.9 0.7 0.440
O 1.026 1.279 -0.888 -4.4 1.0 0.2 -0.105
O -2.453 1.075 0.149 1.2 1.5 2.9 0.195
C -1.898 -0.531 -1.688 1.7 -1.2 -0.3 0.288
C -1.854 0.799 -1.103 3.2 2.7 -0.7 -0.017
C 0.098 0.616 -1.262 -5.8 -2.2 -0.6 -0.324
C -1.946 0.572 1.246 -3.1 -7.7 -2.8 0.133
H -2.084 1.642 -1.761 -0.3 -0.1 0.3 0.195
H -2.161 -1.383 -1.059 0.4 -0.2 -0.2 0.168
H -2.198 -0.604 -2.735 0.2 -0.1 0.0 0.177
```
Forces are in eV/Å.

Computed properties:
Frontier orbital gap (spin up / spin down) ... 7.5 / 5.9 eV
E_HOMO (spin up / spin down) ... -24.00 / -23.96 eV
E_tot ... -626.069150 Ha
Lowest unoccupied orbital energy (spin up / spin down) ... -0.6067 / -0.6651 hartree
Multiplicity ... 2
Total charge ... +3
F_max ... 0.17006 Eh/bohr

=====

# 5
Formula: C4H3O5Pb
Source: OMol25
Level of theory: ωB97M-V/def2-TZVPD

```
13
Properties=species:S:1:pos:R:3:forces:R:3:lowdin_charge:R:1
Pb 0.767 1.994 0.317 -0.6 1.4 -0.1 1.234
O -2.185 -0.610 -0.120 -2.0 0.1 0.2 0.045
O -0.441 0.491 -0.875 -0.5 0.4 -0.8 -0.234
O -1.573 1.372 0.774 -1.4 0.1 -0.4 -0.091
O 3.121 -0.140 1.168 -3.5 1.8 -3.5 0.011
O 0.886 -1.857 -0.701 -2.8 0.4 -1.2 -0.023
C -1.482 0.511 -0.114 2.6 -0.6 1.2 -0.756
C -0.259 -1.647 -1.169 3.4 -1.7 0.9 -0.236
C 2.316 0.322 0.418 4.5 -2.8 3.6 -0.279
C -1.470 -1.830 -0.282 0.4 0.0 0.1 -0.094
H -2.134 -2.596 -0.704 0.0 0.4 0.0 0.140
H -1.131 -2.170 0.706 0.0 0.1 -0.2 0.144
H -0.408 -1.634 -2.266 -0.1 0.4 0.3 0.140
```
Forces are in eV/Å.

Computed properties:
Frontier orbital gap (spin up / spin down) ... 6.7 / 8.8 eV
E_HOMO (spin up / spin down) ... -6.97 / -9.93 eV
E_tot ... -723.207179 Ha
Lowest unoccupied orbital energy (spin up / spin down) ... -0.0086 / -0.0407 hartree
Energy relative to the best compared isomer or geometry (same formula, charge and spin) ... 5.47 kJ/mol
Multiplicity ... 2
Total charge ... 0
F_max ... 0.12433 Eh/bohr

=====

# 6
Formula: C4H3O6Yb
Source: OMol25
Level of theory: ωB97M-V/def2-TZVPD

```
14
Properties=species:S:1:pos:R:3:forces:R:3:lowdin_charge:R:1
Yb -3.032 -1.442 0.324 1.0 1.2 0.4 1.782
O 3.013 0.456 1.353 -1.8 0.9 -1.6 0.174
O -0.850 -0.673 1.348 0.1 -0.2 0.0 -0.081
O -0.338 1.523 1.247 0.8 0.7 0.3 0.087
O -2.224 0.740 0.391 -0.2 0.0 0.1 -0.095
O 3.474 0.139 -0.824 1.4 2.3 1.0 0.202
O 5.041 -0.344 0.711 -0.1 1.9 1.1 0.244
C 0.934 1.237 1.815 -2.4 0.2 -0.4 -0.042
C 1.820 0.520 0.857 3.4 0.9 3.2 0.314
C -1.147 0.513 1.015 -1.4 -1.7 -0.8 -0.768
C 4.015 0.313 0.244 -1.6 -6.0 -2.6 -0.379
H 5.419 -0.924 0.034 0.3 0.2 -0.4 0.186
H 1.378 2.215 2.056 0.1 -0.3 -0.3 0.190
H 0.831 0.660 2.747 0.3 -0.2 -0.2 0.185
```
Forces are in eV/Å.

Computed properties:
Frontier orbital gap (spin up / spin down) ... 7.9 / 6.8 eV
E_HOMO (spin up / spin down) ... -17.39 / -17.39 eV
E_tot ... -1763.619420 Ha
Lowest unoccupied orbital energy (spin up / spin down) ... -0.3496 / -0.3908 hartree
Energy relative to the best compared isomer or geometry (same formula, charge and spin) ... 0.00 kJ/mol
Multiplicity ... 2
Total charge ... +2
F_max ... 0.13115 Eh/bohr